Record 1
105
Properties=species:S:1:pos:R:3:forces:R:3:mulliken_charge:R:1 method="wB97M-V/def2-TZVPD" e_above_lowest_kj_mol=115.4 homo_ev="-4.60 / -4.81" spin_multiplicity=5 energy_ev=-120665.3725 gap_ev="6.95 / 7.20" total_charge=-1
Mn -0.276113 -0.353026 0.245569 0.24 0.93 0.58 0.483
C 4.364181 -0.431400 -0.473573 -0.03 -0.04 0.11 -1.341
C 3.182306 0.510437 -0.672993 -0.02 -0.07 0.17 1.657
C 2.500215 0.219695 -1.999793 -0.06 0.11 0.04 -1.501
C 3.636208 1.966073 -0.636221 -0.04 0.02 0.08 -1.709
O 2.186806 0.253942 0.357707 0.39 0.19 -0.21 1.559
Si 2.299318 0.384109 2.025378 -0.35 -0.06 -0.13 -0.532
S 0.324465 0.241064 2.622842 0.03 -0.07 -0.07 -1.096
O 3.033546 1.828104 2.319583 0.10 0.05 0.05 0.072
C 3.547386 2.397580 3.528011 -0.05 -0.17 -0.03 1.674
C 4.977967 1.905154 3.733863 -0.02 -0.03 -0.04 -1.395
C 2.676738 2.020373 4.726826 -0.03 -0.08 -0.11 -1.470
C 3.523713 3.904171 3.315465 -0.10 0.05 -0.04 -1.791
O 3.369972 -0.708588 2.637143 0.05 -0.01 0.09 0.277
C 3.278640 -2.103144 2.977785 -0.09 0.05 -0.09 1.933
C 4.709974 -2.551981 3.230498 0.09 -0.05 -0.02 -2.021
C 2.662209 -2.898267 1.832552 0.07 0.00 -0.01 -1.125
C 2.448435 -2.255443 4.246982 -0.07 0.08 -0.01 -1.684
H 5.111425 -0.269112 -1.255103 -0.03 0.00 0.03 0.506
H 4.022122 -1.468847 -0.518107 0.04 0.07 -0.02 0.013
H 4.826452 -0.263142 0.502790 -0.01 -0.03 -0.08 0.213
H 3.237623 0.175054 -2.806971 -0.04 0.02 0.05 0.596
H 1.771948 0.998897 -2.236393 0.00 -0.05 0.00 0.422
H 1.985647 -0.738604 -1.938696 0.01 -0.09 -0.08 -0.146
H 4.241848 2.176043 -1.522481 -0.03 0.00 0.02 0.432
H 4.223001 2.175572 0.257207 -0.01 0.00 -0.04 0.258
H 2.765636 2.626762 -0.633668 0.05 -0.03 -0.03 0.233
H 4.985910 0.814886 3.742440 0.02 0.02 0.04 0.022
H 5.381812 2.277386 4.680111 0.00 0.01 -0.06 0.469
H 5.616210 2.248488 2.915276 -0.01 -0.01 0.04 0.320
H 2.771009 0.952533 4.948376 -0.01 0.09 0.00 0.137
H 1.627076 2.221069 4.504193 0.05 0.03 0.04 0.300
H 2.979017 2.594599 5.606529 0.00 -0.06 -0.01 0.516
H 4.144021 4.170461 2.456239 -0.03 0.00 0.04 0.315
H 3.894430 4.425611 4.202188 0.01 -0.01 -0.06 0.409
H 2.499331 4.225787 3.112324 0.06 0.01 0.03 0.388
H 5.316950 -2.384266 2.336385 -0.03 -0.01 0.06 0.368
H 4.730736 -3.619120 3.471425 0.02 0.08 0.00 0.379
H 5.146766 -1.989714 4.060623 -0.02 -0.04 -0.03 0.381
H 3.372897 -3.004730 1.007646 -0.05 0.03 0.03 0.274
H 1.769009 -2.402609 1.453731 0.01 -0.05 0.02 -0.235
H 2.364908 -3.895853 2.162748 0.04 0.03 -0.03 0.550
H 2.899357 -1.677615 5.058991 -0.01 -0.04 -0.01 0.350
H 2.396514 -3.307148 4.539848 0.01 0.05 0.01 0.482
H 1.437637 -1.880954 4.076354 0.03 -0.06 0.03 0.172
O -2.282095 -0.199626 -0.110436 -0.25 -0.02 0.03 -0.252
N -2.839948 0.990315 -0.258641 0.16 0.03 0.00 0.141
C -4.180876 1.054176 -0.158090 -0.19 -0.04 0.02 -0.194
C -4.851410 2.237291 -0.289450 -0.10 0.04 0.01 -0.945
C -4.113701 3.399353 -0.529287 0.03 0.07 -0.01 -0.185
C -2.749370 3.319267 -0.633340 0.01 -0.04 0.02 -0.897
C -2.069945 2.090433 -0.508559 0.09 -0.06 -0.06 0.491
S -0.377827 1.916184 -0.646005 -0.08 0.36 -0.24 -0.654
H -4.657464 0.105226 0.038508 0.08 -0.01 -0.01 0.515
H -5.927455 2.253653 -0.187384 0.04 -0.02 -0.03 0.410
H -4.614263 4.355100 -0.628557 0.04 -0.03 0.02 0.371
H -2.139596 4.196156 -0.798101 -0.02 -0.02 -0.05 0.454
C -1.705715 -2.629084 2.251749 0.00 0.13 -0.11 -1.523
C -0.705372 -3.101962 1.200556 0.04 0.54 -0.07 0.695
O -0.349067 -4.285178 1.191297 0.19 0.04 -0.06 -0.677
N -0.284128 -2.153772 0.336011 -0.17 -1.69 0.55 1.059
Te 0.648300 -3.447927 -1.937325 -0.02 -0.14 -0.78 0.404
C 1.240520 -4.353854 -3.829284 0.07 -0.21 0.17 -0.650
C 0.444888 -5.313259 -4.476417 -0.03 0.05 0.09 1.260
C -0.886441 -5.771121 -3.929530 0.11 0.10 -0.09 -1.663
C 0.889926 -5.886708 -5.670199 -0.01 0.05 -0.01 -0.912
C 2.108030 -5.551259 -6.236993 0.05 0.03 0.01 0.719
C 2.573194 -6.169511 -7.531963 -0.01 0.04 0.06 -1.575
C 2.907011 -4.629101 -5.566398 -0.05 -0.01 0.03 -1.028
C 2.499449 -4.036353 -4.374981 0.07 0.03 0.03 1.397
C 3.436394 -3.051893 -3.704975 -0.13 -0.08 -0.11 -1.300
C -1.189853 -2.727729 -2.754038 -0.09 0.18 0.06 -0.260
C -2.406975 -3.115327 -2.180131 0.01 -0.05 0.10 1.438
C -2.533085 -4.083400 -1.028719 -0.03 0.13 -0.16 -2.671
C -3.596940 -2.568531 -2.669835 0.03 0.00 -0.02 -0.736
C -3.616939 -1.648514 -3.700458 0.01 0.01 0.00 0.949
C -4.907640 -1.044032 -4.192746 0.09 -0.03 0.02 -1.780
C -2.400323 -1.284958 -4.270326 -0.03 -0.06 0.03 -1.081
C -1.191899 -1.800035 -3.817713 0.05 -0.06 -0.02 1.189
C 0.067984 -1.315778 -4.494933 -0.10 -0.03 0.09 -1.067
H -2.166312 -3.498490 2.719231 0.03 -0.01 -0.03 0.454
H -2.465288 -1.988384 1.794765 0.03 0.00 0.08 0.093
H -1.175432 -2.033416 2.997635 -0.05 -0.04 0.00 0.138
H -0.894615 -5.715781 -2.843525 -0.04 -0.02 0.09 0.189
H -1.090743 -6.800535 -4.229499 0.01 0.03 -0.03 0.497
H -1.701202 -5.139309 -4.294329 0.03 0.00 0.04 0.268
H 0.260694 -6.624902 -6.162627 0.03 0.04 0.03 0.316
H 1.871355 -6.927887 -7.882684 0.03 0.03 0.02 0.345
H 3.552172 -6.639646 -7.411633 -0.03 0.00 -0.02 0.350
H 2.669782 -5.410823 -8.312944 -0.01 -0.03 0.01 0.306
H 3.878037 -4.367933 -5.981425 -0.04 -0.01 0.04 0.364
H 4.436437 -3.116739 -4.138792 -0.05 0.00 -0.01 0.427
H 3.514972 -3.239382 -2.633861 0.04 0.03 -0.02 0.125
H 3.075772 -2.024993 -3.823046 -0.01 -0.09 0.05 0.136
H -1.609697 -4.615372 -0.816032 -0.04 -0.02 0.00 0.281
H -3.328377 -4.804856 -1.230863 -0.01 0.01 -0.02 0.552
H -2.797100 -3.540704 -0.116477 -0.02 -0.05 -0.11 0.422
H -4.533607 -2.874886 -2.210248 0.03 0.01 -0.01 0.281
H -5.763240 -1.457855 -3.657743 0.01 0.01 -0.02 0.379
H -5.047795 -1.231924 -5.259647 -0.02 0.01 0.01 0.380
H -4.907385 0.038809 -4.047582 -0.02 -0.01 0.00 0.339
H -2.389761 -0.569364 -5.087980 0.01 -0.01 0.02 0.340
H -0.177345 -0.828339 -5.440432 0.00 0.00 0.04 0.502
H 0.753731 -2.136164 -4.697955 -0.01 0.06 -0.04 -0.007
H 0.585018 -0.589657 -3.864742 0.04 -0.02 0.03 -0.032

=====

Record 2
102
Properties=species:S:1:pos:R:3:forces:R:3:mulliken_charge:R:1 method="wB97M-V/def2-TZVPD" e_above_lowest_kj_mol=0.0 homo_ev="-8.34 / -9.94" spin_multiplicity=3 energy_ev=-122074.0023 gap_ev="5.58 / 6.09" total_charge=+1
Pt 0.416959 -0.022728 -0.502163 1.24 0.21 1.09 0.027
C 1.517262 -5.530853 -4.766016 -0.65 -0.41 1.66 -1.690
C 1.918388 -4.095869 -5.123597 0.25 0.02 -0.34 1.655
C 3.452749 -4.111154 -5.492164 -0.49 0.47 -0.33 -1.502
C 1.130534 -3.768523 -6.402334 0.70 -0.35 -0.77 -1.788
C 1.616773 -3.048703 -3.995265 1.06 -0.42 -0.95 0.825
C 1.761151 -1.680560 -4.241694 -0.21 0.28 -0.33 -0.136
C 1.590441 -0.742042 -3.233111 -0.55 -0.89 -0.63 -1.162
N 1.263726 -1.120346 -2.011404 1.76 -1.90 -0.03 -0.575
C 1.403011 -2.441911 -1.673899 -1.00 0.26 -1.29 -0.647
C 1.456183 -3.421111 -2.671115 0.17 0.52 0.70 -0.057
C 1.570309 -2.675687 -0.234909 0.18 0.48 2.06 0.078
C 2.110099 -3.830047 0.372566 0.28 0.75 -1.13 -0.188
C 2.686079 -3.756015 1.648620 -0.67 1.50 0.13 0.447
C 2.559924 -2.494939 2.314758 0.14 -0.45 -0.92 -0.673
C 1.985346 -1.387525 1.685505 0.02 -1.39 0.75 -0.535
N 1.417483 -1.522950 0.497901 -0.30 -0.45 -0.79 -0.258
C 3.533773 -4.861551 2.236892 0.96 -0.09 0.23 1.833
C 4.831142 -4.222959 2.861017 0.28 -0.32 0.22 -1.467
C 2.836454 -5.613929 3.384408 -0.69 0.09 -0.33 -1.544
C 3.958856 -5.869805 1.130985 -0.75 1.03 -0.66 -1.880
H 1.828734 -6.220000 -5.561507 0.07 0.17 0.36 0.422
H 0.410200 -5.622414 -4.675543 0.59 0.12 -0.14 0.382
H 1.900382 -5.884834 -3.750956 -0.09 0.33 -1.48 0.315
H 3.657273 -4.807502 -6.342533 -0.35 0.35 0.78 0.410
H 4.066386 -4.394427 -4.632684 -0.05 0.01 -0.11 0.362
H 3.771052 -3.114840 -5.851521 -0.09 -0.34 0.32 0.361
H 1.330162 -4.556763 -7.154173 -0.13 0.18 0.43 0.451
H 1.445656 -2.861196 -6.918468 -0.03 0.27 0.32 0.341
H 0.065886 -3.751821 -6.241197 -0.44 0.12 0.16 0.415
H 1.945424 -1.278534 -5.230032 0.21 -0.30 -0.09 0.424
H 1.691767 0.314911 -3.427027 -0.22 0.14 0.06 0.494
H 1.427055 -4.454536 -2.388299 0.06 -0.30 0.09 0.537
H 2.237067 -4.692457 -0.292235 -0.01 0.29 0.57 0.133
H 2.973428 -2.347747 3.293606 0.19 -0.02 0.19 0.385
H 1.982676 -0.393044 2.136615 -0.26 -0.43 -0.06 0.549
H 4.639235 -3.458641 3.655060 0.04 -0.84 -0.61 0.320
H 5.496946 -3.763947 2.124999 -0.36 0.14 -0.21 0.378
H 5.459733 -5.029796 3.290669 -0.53 0.34 0.02 0.404
H 2.628842 -4.944293 4.230129 0.27 -0.21 -0.10 0.349
H 3.503585 -6.432406 3.674551 -0.30 0.13 0.24 0.436
H 1.851339 -6.021639 3.083207 0.55 0.03 -0.01 0.347
H 4.475642 -5.346842 0.298216 0.12 -0.30 0.66 0.427
H 3.093461 -6.328062 0.629212 0.06 -0.05 0.47 0.383
H 4.553353 -6.664647 1.538959 0.46 -0.25 0.16 0.410
C -3.179691 3.820959 6.551427 -0.84 -0.64 -0.40 -1.555
C -1.763695 3.507801 6.077822 0.14 0.02 0.02 1.909
C -1.086831 2.500359 7.011315 0.29 -0.70 0.34 -1.988
C -0.979304 4.841718 6.153287 -0.50 0.23 0.23 -1.464
C -1.814216 3.012673 4.635879 0.92 -0.79 -0.58 -0.142
C -1.393048 1.715284 4.225218 -0.11 0.02 -0.10 -0.512
C -1.364086 1.368951 2.879407 -0.08 0.01 1.87 -0.254
Br -1.273499 -0.404312 2.320601 0.18 -0.15 0.16 -0.103
C -1.474479 2.384971 1.894989 -0.11 0.66 -1.66 0.343
O -0.974568 2.262865 0.755736 -0.35 -0.01 0.77 -0.314
C -2.193889 3.596983 2.291467 -0.06 -0.53 -0.76 0.024
C -2.276115 3.866455 3.608216 -0.54 1.65 1.70 -0.128
C -2.835894 4.492643 1.256619 -0.72 0.80 -0.30 2.176
C -1.897339 5.698383 0.995235 -0.17 0.48 -0.66 -1.520
C -4.241594 4.946801 1.809116 0.72 0.39 0.14 -1.856
C -3.112990 3.891142 -0.131762 0.05 -1.29 -0.58 -1.697
H -3.145543 4.147011 7.586222 -0.11 0.10 0.13 0.472
H -3.825323 2.921335 6.476956 0.30 0.44 0.17 0.327
H -3.655651 4.603206 5.935095 0.24 -0.23 0.32 0.321
H -1.053039 2.896508 8.036693 -0.17 -0.10 -0.28 0.402
H -0.040487 2.319679 6.732633 -0.11 0.22 -0.11 0.431
H -1.534679 1.480836 7.053434 -0.13 0.83 -0.07 0.335
H -0.922499 5.200098 7.220666 -0.05 -0.35 -1.12 0.420
H -1.499697 5.600649 5.535112 0.38 -0.23 0.50 0.317
H 0.014008 4.706452 5.746836 0.37 0.09 0.05 0.359
H -1.086253 0.963197 4.945587 -0.26 0.12 0.00 0.440
H -2.696679 4.841723 3.980169 0.30 -1.11 -0.75 0.040
H -1.717121 6.324235 1.887481 -0.04 -0.36 -0.35 0.300
H -2.363881 6.331281 0.199836 0.29 -0.26 0.70 0.421
H -0.929004 5.359052 0.562360 -0.54 0.10 0.50 0.272
H -4.107492 5.650979 2.648832 -0.21 -0.38 -0.24 0.410
H -4.871609 4.095872 2.130452 0.46 0.35 -0.16 0.372
H -4.775053 5.498984 1.031869 0.05 -0.09 -0.01 0.457
H -2.197192 3.471546 -0.584653 -0.35 0.52 0.10 0.160
H -3.549639 4.656908 -0.807320 0.23 -0.40 0.52 0.493
H -3.802745 3.008807 -0.118319 0.25 0.77 0.25 0.330
C -2.563453 -0.195106 -1.990753 0.38 -0.19 -0.22 -0.833
N -1.614680 0.326249 -2.984718 -0.07 0.32 0.11 0.643
C -1.864466 -0.124284 -4.321395 0.06 -1.46 -0.89 -1.411
C -0.853919 1.439773 -2.717346 -0.38 1.27 0.69 0.173
N -0.014344 1.476014 -1.705190 -1.72 0.29 -1.27 -0.101
N -1.109483 2.574027 -3.437926 0.39 -1.11 -0.12 0.513
C -0.291578 3.765372 -3.296261 -1.53 0.81 -0.46 -1.166
C -2.097200 2.619942 -4.506521 -0.89 1.37 1.07 -1.277
H -3.451893 -0.567935 -2.535022 0.29 0.39 0.35 0.322
H -2.834252 0.544782 -1.227034 0.11 -0.10 -0.30 0.165
H -2.087675 -1.038597 -1.517215 -0.13 -0.42 0.54 0.253
H -1.536026 -1.202129 -4.456104 -0.30 1.01 0.24 0.257
H -1.316497 0.455030 -5.079920 -0.27 -0.29 0.39 0.357
H -2.959436 -0.099907 -4.516920 0.67 0.01 -0.28 0.519
H 0.272128 2.395659 -1.428103 0.03 0.37 0.09 0.150
H 0.763323 3.530442 -3.288056 0.30 0.14 -0.03 0.380
H -0.611186 4.343240 -2.393269 0.51 -0.41 -0.47 0.261
H -0.603233 4.376710 -4.184921 1.00 -0.24 0.90 0.440
H -2.950625 1.944886 -4.307828 0.66 0.50 -0.27 0.336
H -1.628051 2.460549 -5.470645 -0.22 -0.08 -0.32 0.315
H -2.478563 3.667930 -4.443397 -0.05 -0.86 -0.46 0.512